Entry 1:
Below is 2 unconnected molecules or ions with the total composition C4H11Cl2FN3, with properties calculated with wB97M-V/def2-TZVPD.

```
21
Properties=species:S:1:pos:R:3
C -0.064 1.210 -2.040
C -0.557 0.292 -0.916
C -1.370 1.007 0.211
C 0.580 -0.466 -0.324
N 0.658 -1.799 -0.504
N 0.290 -1.011 2.549
N 1.505 0.225 0.332
F -0.394 -1.940 1.686
Cl -0.614 2.257 1.204
Cl -2.814 1.740 -0.606
H -0.951 1.672 -2.596
H 0.804 1.883 -1.790
H 0.466 0.676 -2.960
H -1.239 -0.488 -1.273
H -1.924 0.258 0.723
H 1.676 -2.021 -0.363
H 0.023 -2.310 -1.144
H 0.793 -1.550 3.332
H 2.189 -0.292 0.741
H 1.299 1.150 0.684
H -0.355 -0.492 3.052
```

Properties
E_tot ... -36550.046 eV
Energy relative to the best compared isomer or geometry (same formula, charge and spin) ... 37.28 kcal/mol
HOMO-LUMO gap ... 0.401 Ha
Net charge ... +1
HOMO energy ... -14.35 eV
LUMO level ... -3.44 eV
Max |F| ... 3.8 eV Å⁻¹

Atom charges from the natural (NBO) analysis, given in e for atoms 1 to 6: number 1, C, carries -0.654; number 2, C, carries -0.346; number 3, C, carries -0.205; number 4, C, carries 0.619; number 5, N, carries -0.718; number 6, N, carries -0.434

=====

Entry 2:
Below is 2 unconnected molecules or ions with the total composition C4H11ClN2Si, with properties calculated with wB97M-V/def2-TZVPD.

```
19
Properties=species:S:1:pos:R:3
C -0.636 -0.210 -0.064
C -0.474 -2.635 -0.235
C 1.281 0.999 -1.864
C -0.903 0.989 -0.793
N -0.544 -1.375 -0.260
N 0.111 1.697 -1.273
Si 0.350 -0.034 3.033
Cl -2.164 0.593 -2.316
H -0.108 0.108 4.485
H 0.356 -3.101 -0.574
H -1.382 -3.074 -0.009
H 1.481 0.103 -1.111
H 0.906 0.436 -2.760
H 2.095 1.719 -2.040
H -1.568 1.521 -0.073
H -0.141 2.590 -1.725
H -0.555 -1.015 2.206
H 0.267 1.289 2.225
H 1.629 -0.599 3.147
```

Properties
E_tot ... -27701.922 eV
Energy relative to the best compared isomer or geometry (same formula, charge and spin) ... 60.93 kcal/mol
HOMO-LUMO gap ... 0.318 Ha
Net charge ... 0
HOMO energy ... -8.03 eV
LUMO level ... 0.61 eV
Max |F| ... 3.3 eV Å⁻¹

Atom charges from the natural (NBO) analysis, given in e for atoms 1 to 6: number 1, C, carries 0.191; number 2, C, carries -0.274; number 3, C, carries -0.427; number 4, C, carries 0.006; number 5, N, carries -0.218; number 6, N, carries -0.592

=====

Entry 3:
Below is 2 unconnected molecules or ions with the total composition C4H11ClN3OS2, with properties calculated with wB97M-V/def2-TZVPD.

```
22
Properties=species:S:1:pos:R:3
C 1.160 -0.442 0.453
C 3.497 -1.024 0.390
C -1.453 0.765 -1.468
C -2.491 1.728 -1.439
N 2.134 -1.327 0.588
N -0.208 -0.815 0.594
N -1.182 0.183 0.564
O 1.386 0.752 0.218
S -0.654 -2.173 1.602
S -1.327 1.695 1.617
Cl -4.034 0.847 -1.268
H 3.624 0.082 0.338
H 4.034 -1.387 1.155
H 3.888 -1.477 -0.540
H -0.391 1.087 -1.313
H -1.590 -0.163 -1.864
H -2.460 2.543 -2.193
H -2.300 2.397 -0.530
H 1.874 -2.244 0.294
H -2.117 -0.254 0.734
H -1.266 -2.937 0.581
H -0.123 2.163 1.486
```

Properties
E_tot ... -45026.680 eV
Energy relative to the best compared isomer or geometry (same formula, charge and spin) ... 17.40 kcal/mol
HOMO-LUMO gap ... 0.323 Ha
Net charge ... +1
HOMO energy ... -13.55 eV
LUMO level ... -4.76 eV
Max |F| ... 5.1 eV Å⁻¹

Atom charges from the natural (NBO) analysis, given in e for atoms 1 to 6: number 1, C, carries 0.768; number 2, C, carries -0.413; number 3, C, carries -0.001; number 4, C, carries -0.542; number 5, N, carries -0.578; number 6, N, carries -0.447

=====

Entry 4:
Below is 2 unconnected molecules or ions with the total composition C4H11FO2Si, with properties calculated with wB97M-V/def2-TZVPD.

```
19
Properties=species:S:1:pos:R:3
C 1.216 0.219 -1.409
C 0.781 0.061 0.070
C 1.612 1.045 0.957
C 1.079 -1.412 0.460
Si -1.035 0.646 0.168
O -2.076 0.745 -0.934
F -1.306 0.884 1.736
H 1.231 1.280 -1.809
H 2.349 0.048 -1.511
H 0.877 -0.630 -2.091
H 1.068 1.573 1.807
H 1.814 2.052 0.397
H 2.414 0.571 1.396
H 0.567 -2.117 -0.142
H 2.172 -1.532 0.314
H 0.834 -1.615 1.591
O -4.906 -0.619 -0.368
H -4.443 -0.790 0.427
H -4.247 -0.408 -1.058
```

Properties
E_tot ... -19017.716 eV
Energy relative to the best compared isomer or geometry (same formula, charge and spin) ... 62.45 kcal/mol
HOMO-LUMO gap ... 0.393 Ha
Net charge ... 0
HOMO energy ... -10.76 eV
LUMO level ... -0.06 eV
Max |F| ... 4.8 eV Å⁻¹

Atom charges from the natural (NBO) analysis, given in e for atoms 1 to 6: number 1, C, carries -0.640; number 2, C, carries -0.531; number 3, C, carries -0.627; number 4, C, carries -0.601; number 5, Si, carries 2.234; number 6, O, carries -1.187

=====

Entry 5:
Below is a gas-phase ion, C4H11INO (charge +1), with properties calculated with wB97M-V/def2-TZVPD.

```
18
Properties=species:S:1:pos:R:3
C 0.433 2.232 -0.320
O 0.705 0.822 -0.272
C 0.225 -0.069 0.734
C 1.188 -1.202 1.192
C -1.135 -0.829 0.000
N -0.697 -0.763 -1.448
I -3.116 0.014 0.199
H 1.152 2.882 0.335
H -0.545 2.532 0.014
H 0.520 2.484 -1.383
H -0.156 0.425 1.750
H 0.806 -1.885 2.018
H 1.614 -1.886 0.413
H 2.080 -0.846 1.683
H -1.260 -1.864 0.340
H -1.415 -0.217 -1.929
H -0.504 -1.754 -1.798
H 0.103 -0.076 -1.526
```

Properties
E_tot ... -15956.183 eV
Energy relative to the best compared isomer or geometry (same formula, charge and spin) ... 41.99 kcal/mol
HOMO-LUMO gap ... 0.368 Ha
Net charge ... +1
HOMO energy ... -13.74 eV
LUMO level ... -3.72 eV
Max |F| ... 3.4 eV Å⁻¹

Atom charges from the natural (NBO) analysis, given in e for atoms 1 to 6: number 1, C, carries -0.262; number 2, O, carries -0.579; number 3, C, carries 0.097; number 4, C, carries -0.681; number 5, C, carries -0.228; number 6, N, carries -0.761

=====

Entry 6:
Below is a molecular structure, C4H11INO2V, with properties calculated with wB97M-V/def2-TZVPD.

```
20
Properties=species:S:1:pos:R:3
O -29.311 -0.524 -19.103
V -28.425 -1.635 -19.716
I -25.995 -0.839 -18.278
C -21.616 -2.464 -19.104
C -22.252 -3.455 -18.127
C -22.174 -3.033 -16.676
O -20.856 -2.698 -16.377
C -20.709 -2.179 -15.078
N -23.665 -3.682 -18.426
H -20.544 -2.425 -18.918
H -22.059 -1.469 -19.011
H -21.777 -2.782 -20.136
H -21.755 -4.425 -18.240
H -22.510 -3.858 -16.037
H -22.829 -2.160 -16.505
H -21.333 -1.284 -14.943
H -19.679 -1.903 -14.879
H -21.017 -2.917 -14.327
H -23.830 -4.014 -19.374
H -24.168 -2.785 -18.344
```

Properties
E_tot ... -43688.765 eV
Energy relative to the best compared isomer or geometry (same formula, charge and spin) ... 57.23 kcal/mol
Multiplicity ... 2
HOMO-LUMO gap (spin up / spin down) ... 0.147 / 0.122 Ha
Net charge ... +1
HOMO energy (spin up / spin down) ... -11.85 / -11.69 eV
LUMO level (spin up / spin down) ... -7.85 / -8.38 eV
Max |F| ... 4.0 eV Å⁻¹

Atom charges from the natural (NBO) analysis, given in e for atoms 1 to 6: number 1, O, carries -0.369; number 2, V, carries 1.554; number 3, I, carries -0.209; number 4, C, carries -0.619; number 5, C, carries -0.072; number 6, C, carries -0.052

=====

> Among the records above, which one has the lowest E_tot?

C4H11ClN3OS2